100
Properties=species:S:1:pos:R:3 method="wB97M-V/def2-TZVPD" multiplicity=4 homo_lumo_gap_ha="0.2447 / 0.2446" s2=3.7554 e_tot_ha=-4663.7030 e_homo_ha="-0.1667 / -0.1667" total_charge=-1 largest_force_ev_per_a=1.84
Co 1.195 0.566 0.462
C 3.354 -1.929 0.911
C 3.637 -1.444 2.332
N 3.146 -0.086 2.416
C 2.749 0.392 3.714
C 1.504 -0.332 4.237
S 0.209 -0.634 2.968
C 0.484 -2.403 2.572
C 1.045 -2.728 1.176
N 1.948 -1.741 0.604
H 3.925 -1.306 0.218
H 3.666 -2.983 0.800
H 3.100 -2.075 3.042
H 4.711 -1.536 2.568
H 3.799 0.544 1.969
H 3.550 0.298 4.475
H 2.513 1.449 3.596
H 1.751 -1.290 4.692
H 1.028 0.287 4.997
H 1.098 -2.813 3.374
H -0.504 -2.859 2.645
H 1.531 -3.718 1.239
H 0.200 -2.815 0.489
H 1.836 -1.759 -0.403
C 2.332 1.535 -3.736
Si 2.784 0.273 -2.382
C 1.595 -1.198 -2.630
C 4.513 -0.487 -2.806
N 2.833 0.906 -0.765
C 3.587 1.999 -0.473
C 4.516 2.596 -1.351
C 5.272 3.685 -0.980
C 5.155 4.252 0.280
C 4.260 3.685 1.172
C 3.512 2.585 0.808
H 2.233 1.057 -4.707
H 3.058 2.337 -3.832
H 1.380 1.993 -3.484
H 1.263 -1.216 -3.665
H 0.702 -1.121 -2.017
H 2.074 -2.159 -2.450
H 4.458 -1.109 -3.695
H 4.883 -1.110 -1.995
H 5.264 0.275 -2.989
H 4.638 2.195 -2.342
H 5.970 4.111 -1.688
H 5.745 5.112 0.562
H 4.143 4.114 2.160
H 2.797 2.168 1.499
F 0.327 2.233 -0.763
B -0.500 3.186 -1.438
F -1.247 2.558 -2.401
F -1.322 3.779 -0.489
F 0.325 4.145 -1.998
O 0.439 2.199 2.006
S 0.820 3.632 2.013
C 1.222 3.934 3.820
C 0.504 5.205 4.219
C -0.895 5.099 3.619
C -0.696 4.686 2.169
H 2.298 4.009 3.959
H 0.838 3.060 4.345
H 1.023 6.063 3.785
H 0.478 5.331 5.305
H -1.423 6.054 3.693
H -1.480 4.347 4.154
H -0.481 5.547 1.538
H -1.526 4.142 1.733
C -5.149 -6.575 -3.532
C -5.236 -5.087 -3.328
C -5.974 -4.318 -4.221
C -6.029 -2.942 -4.083
C -5.337 -2.317 -3.065
C -4.597 -3.069 -2.152
N -3.834 -2.490 -1.152
C -3.987 -1.217 -0.642
C -5.259 -0.669 -0.450
C -5.408 0.576 0.123
C -4.297 1.307 0.523
C -3.037 0.766 0.365
C -2.862 -0.491 -0.200
C -1.460 -1.023 -0.324
O -1.270 -2.183 -0.759
O -0.535 -0.265 0.066
C -4.569 -4.471 -2.272
C -3.794 -5.256 -1.252
H -5.595 -6.855 -4.484
H -5.671 -7.115 -2.741
H -4.109 -6.899 -3.533
H -6.496 -4.799 -5.037
H -6.589 -2.350 -4.794
H -5.326 -1.240 -2.992
H -2.851 -2.789 -1.090
H -6.127 -1.244 -0.745
H -6.403 0.979 0.264
H -4.419 2.291 0.950
H -2.154 1.314 0.660
H -3.866 -4.765 -0.283
H -2.737 -5.298 -1.522
H -4.166 -6.273 -1.157

2
Properties=species:S:1:pos:R:3 method="wB97M-V/def2-TZVPD" multiplicity=1 homo_lumo_gap_ha=0.2049 e_tot_ha=-0.9065 relative_energy_kcal_mol=159.6 e_homo_ha=-0.3433 largest_force_ev_per_a=1.58
H 0.930 -0.762 0.772
H -0.930 0.762 -0.772